{
  "formula": "C47H52Ge2N2O2P2RhS",
  "method": "the ωB97M-V functional and the def2-TZVPD basis",
  "largest_force_ev_per_a": 0.748,
  "charge": 2,
  "orbital_gap_ha": [0.2716, 0.1301],
  "multiplicity": 6,
  "species": ["Rh", "C", "S", "C", "C", "C", "N", "P", "C", "C", "C", "C", "C", "C", "C", "C", "C", "C", "C", "C", "P", "C", "C", "C", "C", "C", "C", "C", "C", "C", "C", "C", "C", "H", "H", "H", "H", "H", "H", "H", "H", "H", "H", "H", "H", "H", "H", "H", "H", "H", "H", "H", "H", "H", "H", "H", "H", "H", "H", "H", "H", "H", "O", "C", "C", "C", "C", "O", "N", "H", "H", "H", "H", "C", "Ge", "C", "C", "Ge", "C", "C", "C", "C", "C", "C", "C", "C", "C", "C", "C", "C", "H", "H", "H", "H", "H", "H", "H", "H", "H", "H", "H", "H", "H", "H", "H", "H", "H", "H", "H"],
  "xyz": [[0.1615, 0.1808, -0.0146], [5.2597, -5.2584, 3.9293], [6.0827, -3.6959, 3.9380], [4.7846, -2.5385, 4.2098], [3.8932, -2.4615, 2.9434], [3.0330, -1.1868, 3.0121], [2.1821, -1.0917, 1.8440], [0.4695, -1.4205, 1.8360], [0.1640, -2.3074, 3.3990], [0.5415, -3.6454, 3.5520], [0.3022, -4.3030, 4.7487], [-0.3254, -3.6374, 5.7989], [-0.7139, -2.3156, 5.6503], [-0.4707, -1.6527, 4.4523], [0.2545, -2.7505, 0.6090], [1.3026, -3.3877, -0.0412], [1.0391, -4.3806, -0.9783], [-0.2699, -4.7459, -1.2508], [-1.3227, -4.1162, -0.5918], [-1.0635, -3.1161, 0.3296], [2.5112, -0.0551, 0.4929], [4.0636, -0.6941, -0.1732], [4.0492, -1.4187, -1.3627], [5.2313, -1.9725, -1.8467], [6.4180, -1.7986, -1.1540], [6.4402, -1.0461, 0.0192], [5.2698, -0.4863, 0.5042], [2.9342, 1.5681, 1.1977], [2.2322, 2.0316, 2.3113], [2.3941, 3.3367, 2.7521], [3.2530, 4.1929, 2.0745], [3.9482, 3.7414, 0.9619], [3.7912, 2.4332, 0.5201], [6.0197, -6.0351, 3.9845], [4.7097, -5.3473, 2.9863], [4.5681, -5.3134, 4.7716], [5.2764, -1.5865, 4.4179], [4.2189, -2.8517, 5.0923], [3.2431, -3.3356, 2.8949], [4.5025, -2.4356, 2.0382], [3.6668, -0.2989, 3.0815], [2.4288, -1.2191, 3.9231], [0.9831, -4.1821, 2.7193], [0.5761, -5.3454, 4.8566], [-0.5325, -4.1602, 6.7238], [-1.2171, -1.8028, 6.4595], [-0.7912, -0.6248, 4.3379], [2.3273, -3.1010, 0.1661], [1.8570, -4.8592, -1.5017], [-0.4741, -5.5232, -1.9758], [-2.3449, -4.4039, -0.8020], [-1.8872, -2.6096, 0.8231], [3.1231, -1.5310, -1.9153], [5.2200, -2.5268, -2.7761], [7.3365, -2.2232, -1.5389], [7.3764, -0.8758, 0.5364], [5.3014, 0.1449, 1.3865], [1.5408, 1.3768, 2.8323], [1.8480, 3.6851, 3.6199], [3.3751, 5.2141, 2.4116], [4.6153, 4.4094, 0.4330], [4.3296, 2.0958, -0.3582], [1.3899, -1.5396, -3.0876], [0.2054, -1.3282, -2.9594], [-0.8821, -1.7713, -3.9270], [-2.1871, -1.3534, -3.2480], [-1.7089, -0.6403, -2.0050], [-2.4268, -0.1384, -1.1336], [-0.3656, -0.6327, -1.9047], [-0.7960, -2.8439, -4.0925], [-0.7142, -1.2812, -4.8852], [-2.8040, -2.2009, -2.9483], [-2.8160, -0.6907, -3.8420], [-4.5633, 1.2173, 0.5867], [-3.6950, 2.6469, -0.3639], [-4.5238, 4.3106, 0.1754], [-3.5196, 2.6597, -2.2833], [-1.1114, 2.2801, 0.4691], [-1.5276, 2.8326, 2.2867], [-2.0892, 4.0777, 2.5916], [-2.3322, 4.4389, 3.9091], [-2.0214, 3.5617, 4.9410], [-1.4646, 2.3235, 4.6524], [-1.2295, 1.9596, 3.3323], [-0.3988, 3.7155, -0.6359], [-0.9111, 5.0163, -0.7079], [-0.2897, 5.9799, -1.4874], [0.8483, 5.6558, -2.2151], [1.3571, 4.3673, -2.1733], [0.7315, 3.4006, -1.3966], [-5.5862, 1.1520, 0.2050], [-4.5954, 1.4828, 1.6434], [-4.0563, 0.2686, 0.4420], [-5.4622, 4.3285, -0.3894], [-3.9602, 5.1994, -0.0990], [-4.7580, 4.3310, 1.2377], [-4.4235, 2.2175, -2.7091], [-2.6521, 2.1022, -2.6228], [-3.4369, 3.6986, -2.6017], [-2.3218, 4.7818, 1.8074], [-2.7631, 5.4064, 4.1328], [-2.2157, 3.8436, 5.9679], [-1.2143, 1.6466, 5.4612], [-0.8094, 0.9883, 3.1009], [-1.7922, 5.2908, -0.1485], [-0.6952, 6.9823, -1.5344], [1.3347, 6.4100, -2.8199], [2.2342, 4.1110, -2.7543], [1.1311, 2.3924, -1.3873]],
  "forces_ev_per_angstrom": [[-0.5, -0.3, -0.4], [-0.1, -0.1, 0.0], [0.3, 0.0, -0.1], [-0.2, 0.0, 0.1], [0.0, 0.1, 0.1], [0.1, -0.3, -0.1], [-0.4, 0.3, 0.1], [0.3, -0.5, -0.4], [0.0, 0.2, 0.1], [0.0, 0.0, 0.0], [0.0, 0.1, 0.0], [0.0, 0.0, 0.0], [0.0, 0.0, -0.1], [0.0, 0.0, 0.0], [0.1, -0.2, 0.3], [0.1, 0.0, -0.1], [0.0, 0.1, 0.0], [0.0, 0.0, 0.0], [0.0, 0.0, 0.0], [0.0, 0.0, -0.1], [0.0, 0.3, 0.7], [0.0, 0.1, -0.2], [0.0, 0.0, 0.0], [-0.1, 0.0, 0.0], [0.0, 0.0, 0.0], [0.0, 0.0, 0.0], [0.1, 0.0, 0.0], [0.1, -0.1, 0.0], [0.0, 0.0, 0.0], [0.0, -0.1, 0.0], [0.0, 0.0, 0.0], [0.0, 0.0, 0.0], [0.0, 0.1, 0.0], [0.0, 0.0, 0.0], [0.0, 0.0, 0.0], [0.0, 0.0, 0.0], [0.0, 0.0, -0.1], [-0.1, 0.1, -0.1], [0.0, 0.0, 0.0], [0.0, 0.0, 0.0], [0.0, 0.0, 0.0], [0.0, 0.0, 0.0], [0.0, 0.0, 0.0], [0.0, 0.0, 0.0], [0.0, 0.0, 0.0], [0.0, 0.0, 0.0], [0.0, 0.0, 0.0], [0.0, 0.0, 0.0], [0.0, 0.0, 0.0], [0.0, 0.0, 0.0], [0.0, 0.0, 0.0], [0.0, 0.0, 0.0], [0.0, 0.0, 0.0], [0.0, 0.0, 0.0], [0.0, 0.0, 0.0], [0.0, 0.0, 0.0], [0.0, 0.0, 0.0], [0.0, 0.0, 0.0], [0.0, 0.0, 0.0], [0.0, 0.0, 0.0], [0.0, 0.0, 0.0], [0.0, 0.0, 0.0], [0.0, 0.0, 0.0], [0.1, 0.1, 0.1], [-0.1, 0.0, 0.0], [0.1, 0.0, 0.0], [-0.2, 0.0, 0.2], [0.1, 0.0, 0.0], [0.0, -0.1, 0.0], [0.0, 0.0, 0.0], [0.0, 0.0, 0.0], [0.0, 0.0, 0.0], [0.0, 0.0, 0.0], [0.0, -0.3, 0.2], [-0.1, 0.0, 0.0], [0.0, 0.2, 0.1], [0.1, 0.0, -0.2], [0.5, 0.3, -0.1], [-0.2, 0.1, 0.2], [0.1, -0.1, 0.1], [0.0, 0.0, 0.0], [0.0, 0.0, 0.0], [0.0, 0.0, -0.1], [-0.1, 0.1, 0.1], [0.0, 0.2, -0.2], [0.2, 0.0, 0.0], [0.0, 0.0, 0.0], [0.0, 0.0, 0.0], [0.0, -0.1, 0.0], [-0.1, 0.1, -0.1], [0.0, 0.0, 0.0], [0.0, 0.0, 0.0], [-0.1, 0.0, 0.0], [0.0, 0.0, 0.0], [0.0, 0.0, 0.0], [0.0, 0.0, 0.0], [0.0, 0.0, 0.0], [0.0, 0.0, 0.0], [0.0, 0.0, -0.1], [0.0, 0.0, 0.0], [0.0, 0.0, 0.0], [0.0, 0.0, 0.0], [0.0, 0.0, 0.0], [0.0, 0.0, 0.0], [-0.1, 0.0, 0.0], [0.0, 0.0, 0.0], [0.0, 0.0, 0.0], [0.0, 0.0, 0.0], [0.0, -0.1, 0.0]],
  "lowdin_spin": [1.97, 0.08, 0.68, 0.07, 0.06, 0.02, 0.05, 0.12, 0.04, 0.01, 0.00, 0.00, 0.00, 0.00, 0.02, 0.01, 0.00, 0.01, 0.00, 0.01, 0.10, 0.02, 0.00, 0.00, 0.00, 0.00, 0.01, 0.02, 0.02, 0.00, 0.01, 0.00, 0.01, 0.00, 0.03, 0.01, 0.00, 0.01, 0.00, 0.00, 0.00, 0.00, 0.00, 0.00, 0.00, 0.00, 0.00, 0.00, 0.00, 0.00, 0.00, 0.00, 0.00, 0.00, 0.00, 0.00, 0.00, 0.00, 0.00, 0.00, 0.00, 0.00, 0.01, 0.01, 0.01, 0.00, 0.02, 0.10, 0.12, 0.00, 0.00, 0.00, 0.00, 0.07, 0.27, 0.04, 0.06, 0.43, 0.12, 0.03, 0.00, 0.02, 0.00, 0.03, 0.11, 0.03, 0.00, 0.02, 0.00, 0.04, 0.01, 0.00, 0.00, 0.01, 0.00, 0.00, 0.01, 0.00, 0.00, 0.00, 0.00, 0.00, 0.00, 0.01, 0.00, 0.00, 0.00, 0.00, 0.01]
}

{
  "formula": "C10H25BF4InN6SSi",
  "method": "the ωB97M-V functional and the def2-TZVPD basis",
  "largest_force_ev_per_a": 1.500,
  "charge": 1,
  "orbital_gap_ha": 0.2724,
  "multiplicity": 1,
  "species": ["In", "C", "N", "C", "N", "S", "H", "H", "H", "H", "H", "H", "C", "C", "C", "C", "N", "C", "N", "N", "N", "H", "H", "H", "H", "H", "H", "H", "H", "H", "H", "C", "Si", "C", "C", "H", "H", "H", "H", "H", "H", "H", "H", "H", "F", "B", "F", "F", "F"],
  "xyz": [[0.3522, 0.9368, -1.7374], [-4.3884, 5.6067, -2.0233], [-3.9975, 4.3500, -1.4210], [-2.7758, 3.8226, -1.4769], [-1.7962, 4.4494, -2.1288], [-2.4234, 2.3687, -0.7054], [-5.4537, 5.7506, -1.8682], [-4.1915, 5.5921, -3.0970], [-3.8502, 6.4405, -1.5672], [-4.6949, 3.8280, -0.9131], [-1.9244, 5.3510, -2.5556], [-0.8691, 4.0504, -2.1273], [2.8114, -3.4468, 2.8552], [3.6908, -3.9154, 1.6955], [2.9640, -4.9564, 0.8476], [4.1509, -2.7079, 0.8455], [3.0283, -1.8775, 0.5176], [2.6139, -0.7366, 1.1013], [1.4364, -0.4366, 0.6143], [1.1531, -1.3907, -0.2760], [2.0915, -2.2411, -0.3415], [2.6515, -4.2673, 3.5515], [1.8333, -3.1190, 2.4976], [3.2834, -2.6243, 3.3935], [4.5946, -4.3677, 2.1118], [2.1255, -4.5075, 0.3190], [2.5825, -5.7512, 1.4840], [3.6352, -5.3983, 0.1144], [4.6144, -3.0564, -0.0803], [4.8674, -2.1033, 1.4061], [3.1573, -0.1668, 1.8246], [-1.5305, 0.3393, 1.6546], [-2.7405, -0.3412, 0.3923], [-2.1492, -1.6976, -0.7812], [-4.6053, -0.0468, 0.5455], [-1.7376, -0.0165, 2.6604], [-1.5837, 1.4258, 1.6618], [-0.5010, 0.0812, 1.3944], [-1.8275, -2.5632, -0.2004], [-1.2856, -1.3882, -1.3708], [-2.9286, -2.0333, -1.4672], [-5.1109, -0.9342, 0.9228], [-5.0600, 0.2069, -0.4113], [-4.8105, 0.7759, 1.2294], [4.1932, 2.7246, -1.8935], [2.9873, 2.1704, -1.8245], [2.9619, 0.8152, -2.2241], [2.4371, 2.1723, -0.5231], [2.0191, 2.8336, -2.6256]],
  "forces_ev_per_angstrom": [[0.8, 0.2, -0.2], [0.1, 0.2, -0.2], [0.1, -0.1, 0.0], [-0.4, 0.1, -0.4], [-0.1, 0.2, 0.0], [0.4, -0.8, 0.8], [0.0, 0.0, 0.0], [-0.1, 0.0, 0.0], [-0.1, 0.0, 0.0], [0.2, 0.0, 0.0], [0.0, 0.1, 0.0], [-0.1, 0.1, 0.0], [0.2, -0.1, -0.1], [-0.1, 0.2, 0.0], [0.1, 0.1, 0.1], [0.6, -1.0, 0.2], [-0.5, 1.4, 0.3], [0.0, -0.3, -0.2], [0.2, 0.6, 0.3], [-0.5, 0.0, -0.2], [0.3, -1.1, -0.6], [0.0, 0.0, 0.1], [0.0, 0.0, 0.0], [0.0, 0.0, 0.1], [0.0, 0.1, -0.1], [0.0, -0.1, 0.0], [0.0, -0.1, 0.0], [0.0, 0.0, -0.1], [0.0, 0.2, 0.1], [-0.1, 0.0, -0.2], [0.2, 0.1, 0.2], [-0.3, -0.2, -0.7], [-0.4, 0.2, -0.2], [-0.5, 0.6, 0.1], [0.8, 0.0, 0.1], [-0.2, -0.2, 0.1], [-0.2, 0.1, 0.1], [-0.1, -0.1, 0.0], [0.1, 0.0, 0.2], [0.0, 0.0, 0.2], [-0.1, 0.1, 0.1], [0.0, -0.2, 0.1], [0.2, -0.1, -0.1], [0.1, 0.0, 0.1], [1.0, 0.4, -0.1], [-0.5, -0.1, 0.0], [-0.1, -0.7, -0.2], [-0.4, 0.0, 0.7], [-0.5, 0.2, -0.3]],
  "lowdin_charge": [1.04, -0.05, -0.04, -0.84, 0.14, 0.59, 0.10, 0.10, 0.10, 0.13, 0.11, 0.10, -0.07, -0.40, -0.08, -0.10, -0.09, -0.09, -0.02, -0.08, 0.09, 0.09, 0.07, 0.08, 0.14, 0.06, 0.08, 0.08, 0.14, 0.14, 0.15, -0.20, 0.79, -0.18, -0.20, 0.05, 0.01, -0.01, 0.05, -0.04, 0.05, 0.04, 0.04, 0.04, 0.23, -1.42, 0.04, 0.05, 0.02]
}

{
  "formula": "C5H13EuNO4S",
  "method": "the ωB97M-V functional and the def2-TZVPD basis",
  "largest_force_ev_per_a": 1.665,
  "charge": 2,
  "orbital_gap_ha": [0.1688, 0.1765],
  "multiplicity": 8,
  "species": ["C", "O", "C", "O", "S", "O", "O", "C", "C", "C", "N", "H", "H", "H", "H", "H", "H", "H", "H", "H", "H", "H", "H", "H", "Eu"],
  "xyz": [[-3.1256, -0.5974, -3.8057], [-1.7794, -0.8246, -3.3446], [-1.5908, -0.8508, -2.0280], [-0.2397, -1.0176, -1.7582], [0.1417, -0.8539, -0.1490], [1.0221, -1.9578, 0.1167], [0.8423, 0.4839, -0.2460], [0.6587, 1.5974, 0.7647], [1.1685, 1.2135, 2.1253], [2.6165, 0.7204, 2.1640], [2.8263, -0.1491, 3.3070], [-3.3546, 0.4664, -3.7690], [-3.1453, -0.9569, -4.8292], [-3.8435, -1.1708, -3.2079], [-2.1001, -1.8324, -1.5854], [-2.0542, -0.0094, -1.4742], [-0.3987, 1.8614, 0.7398], [1.2253, 2.4000, 0.3012], [0.5151, 0.4438, 2.5600], [1.0374, 2.1079, 2.7414], [3.2822, 1.5863, 2.1717], [2.8316, 0.1874, 1.2329], [3.6868, 0.0130, 3.7976], [2.0599, -0.1794, 3.9549], [-2.2824, -2.6814, 0.2200]],
  "forces_ev_per_angstrom": [[0.1, 0.0, 0.1], [0.3, -0.2, 0.1], [-0.3, 0.0, -0.1], [0.2, 0.0, 0.1], [-0.9, -0.3, 0.0], [-0.2, -0.2, 0.1], [0.4, 0.6, -0.1], [0.1, 0.0, -0.1], [-0.1, -0.1, 0.0], [-0.1, 0.2, -0.1], [-0.1, -0.3, -0.3], [0.0, 0.0, 0.0], [0.0, 0.1, 0.0], [0.0, 0.0, 0.0], [-0.2, 0.7, -1.5], [0.1, 0.0, -0.1], [0.0, -0.1, 0.1], [0.1, -0.1, 0.0], [0.0, 0.0, -0.1], [0.0, -0.1, 0.1], [0.0, 0.0, 0.0], [0.1, -0.1, 0.1], [0.2, 0.0, 0.1], [0.0, 0.2, 0.2], [0.5, -0.7, 1.4]],
  "lowdin_spin": [0.00, -0.01, -0.01, 0.00, -0.01, 0.00, 0.00, 0.00, 0.00, 0.00, 0.00, 0.00, 0.00, 0.00, 0.00, 0.00, 0.00, 0.00, 0.00, 0.00, 0.00, 0.00, 0.00, 0.00, 7.03]
}